# 1
Density functional theory data (the ωB97M-V functional and the def2-TZVPD basis) for a structure of composition C4H8N4O.

Structure (XYZ):
```
17
Properties=species:S:1:pos:R:3
C -0.572 -1.096 1.085
C -0.246 -0.371 -0.122
C -0.001 1.661 -1.264
C 0.909 -0.309 -0.959
H 0.744 -0.161 2.661
H -1.047 -0.828 3.082
H -1.736 -1.324 0.986
H -0.314 -2.310 1.136
H -1.157 1.561 0.456
H -1.639 2.663 -1.588
H 1.847 -1.462 -2.490
H 2.554 -0.888 -0.318
N -0.407 -0.295 2.468
N -0.789 1.005 -0.266
N 0.866 0.896 -1.720
N 1.611 -1.421 -1.211
O -0.622 2.678 -1.938
```

For the gap between HOMO and LUMO, the calculation gives 8.1 eV. The calculation puts the highest occupied orbital energy at -7.9 eV. As for the spin multiplicity: 1. The LUMO energy comes out at 0.190 eV. The value obtained for the energy above the lowest of the compared OMol25 structures with the same formula, charge and spin is 666.1 kJ/mol.

---

# 2
Density functional theory data (the ωB97M-V functional and the def2-TZVPD basis) for a structure of composition C23H41BaN9S6.

Structure (XYZ):
```
80
Properties=species:S:1:pos:R:3
Ba -0.342 0.331 -0.116
C -2.793 -3.378 0.498
C -1.685 -3.614 -0.502
N -0.389 -2.879 -0.290
C 0.557 -3.610 0.594
C 0.595 -3.016 2.009
N 1.072 -1.674 2.002
C 1.491 -1.120 3.330
C 0.337 -0.731 4.308
C -0.265 0.610 4.014
N -1.130 0.657 2.830
C -2.458 0.173 3.025
C -2.843 -1.079 2.282
N -2.839 -0.998 0.824
C -3.640 -2.094 0.234
H -2.307 -3.458 1.463
H -3.488 -4.220 0.469
H -2.034 -3.259 -1.444
H -1.419 -4.614 -0.617
H 0.024 -2.988 -1.194
H 1.674 -3.542 0.148
H 0.260 -4.670 0.702
H 1.201 -3.613 2.693
H -0.369 -3.102 2.538
H 1.938 -1.631 1.492
H 2.051 -0.233 3.027
H 2.110 -1.784 3.957
H 0.820 -0.668 5.262
H -0.486 -1.417 4.442
H 0.522 1.325 3.784
H -0.914 1.026 4.822
H -1.236 1.671 2.625
H -3.122 0.961 2.659
H -2.786 0.201 4.061
H -3.858 -1.372 2.640
H -2.142 -1.851 2.646
H -3.359 -0.167 0.522
H -3.672 -1.987 -0.863
H -4.666 -2.140 0.685
C -1.234 3.087 -4.487
C -1.600 1.987 -3.501
S -2.003 2.559 -1.892
C -1.713 0.667 -3.886
C -1.795 0.388 -5.351
S -1.850 -0.663 -2.747
H -0.351 3.650 -4.198
H -2.027 3.812 -4.515
H -1.003 2.683 -5.431
H -1.271 1.011 -6.044
H -2.890 0.456 -5.604
H -1.543 -0.664 -5.464
N 2.272 2.838 1.928
C 2.965 1.764 1.588
N 2.583 0.823 0.728
C 3.569 -0.147 0.618
C 4.640 -0.034 1.394
S 4.544 1.397 2.350
C 3.252 -1.203 -0.407
C 4.120 -2.142 -0.830
S 3.546 -3.105 -2.060
C 2.002 -2.138 -2.041
N 2.011 -1.188 -1.135
N 1.031 -2.384 -2.908
H 1.316 2.989 1.533
H 2.523 3.437 2.745
H 5.497 -0.699 1.511
H 5.086 -2.290 -0.365
H 1.216 -2.906 -3.727
H 0.193 -1.762 -2.973
S -0.652 3.351 0.563
C -0.630 3.567 -1.239
N -0.720 4.954 -1.733
C 0.537 5.539 -1.389
C 1.730 4.653 -1.829
S 1.038 2.950 -1.936
H -0.769 4.940 -2.709
H 0.519 5.691 -0.292
H 0.664 6.568 -1.869
H 2.586 4.704 -1.101
H 2.204 4.817 -2.856
```

For the gap between HOMO and LUMO, the calculation gives 6.7 eV. The calculation puts the highest occupied orbital energy at -6.5 eV. As for the spin multiplicity: 1. The LUMO energy comes out at 0.214 eV. The value obtained for the energy above the lowest of the compared OMol25 structures with the same formula, charge and spin is 34.8 kJ/mol.

---

# 3
Density functional theory data (the ωB97M-V functional and the def2-TZVPD basis) for a cluster of 2 separate species, C4H12 in total.

Structure (XYZ):
```
16
Properties=species:S:1:pos:R:3
C 0.108 1.450 1.361
C -0.669 0.390 1.944
H 0.302 1.362 0.197
H -0.413 2.420 1.265
H 1.178 1.490 1.611
H -0.150 -0.572 1.908
H -1.683 0.365 1.520
H -0.878 0.445 3.045
C -0.352 -1.180 -1.976
C 0.920 -0.712 -1.272
H -0.347 -0.912 -3.029
H -0.527 -2.247 -1.862
H -1.177 -0.635 -1.505
H 0.991 0.390 -1.423
H 1.841 -1.188 -1.593
H 0.857 -0.867 -0.192
```

For the gap between HOMO and LUMO (spin up / spin down), the calculation gives 12.9 / 4.9 eV. Its charge is +1. The calculation puts the highest occupied orbital energy (spin up / spin down) at -16.1 / -16.0 eV. As for the spin multiplicity: 2. The LUMO energy (spin up / spin down) comes out at -3.213 / -11.030 eV. As for the expectation value of S²: 0.753. The value obtained for the energy above the lowest of the compared OMol25 structures with the same formula, charge and spin is 19.9 kJ/mol.

---

# 4
Density functional theory data (the ωB97M-V functional and the def2-TZVPD basis) for the molecule C6H10O.

Structure (XYZ):
```
17
Properties=species:S:1:pos:R:3
C 1.745 0.542 0.903
C 1.076 0.773 -0.434
C 0.621 -0.399 -1.254
C -0.398 0.517 -0.639
C -1.289 0.066 0.494
C -2.208 -1.089 0.161
O -2.322 -1.614 -0.920
H 2.833 0.493 0.787
H 1.427 -0.405 1.353
H 1.518 1.342 1.618
H 1.478 1.619 -0.987
H 0.744 -0.376 -2.334
H 0.738 -1.389 -0.818
H -0.892 1.180 -1.344
H -1.932 0.893 0.835
H -0.712 -0.230 1.383
H -2.805 -1.454 1.024
```

For the gap between HOMO and LUMO, the calculation gives 10.7 eV. The calculation puts the highest occupied orbital energy at -9.6 eV. As for the spin multiplicity: 1. The LUMO energy comes out at 1.050 eV. Its SMILES is C[C@H]1C[C@H]1CC=O. The value obtained for the energy above the lowest of the compared OMol25 structures with the same formula, charge and spin is 70.4 kJ/mol.

---

# 5
Density functional theory data (the ωB97M-V functional and the def2-TZVPD basis) for a cluster of 9 separate species, C36H91BF8N9O18S4 in total.

Structure (XYZ):
```
167
Properties=species:S:1:pos:R:3
C -5.492 -4.328 -1.347
C -5.069 -3.372 -2.449
N -5.096 -1.960 -2.090
C -6.296 -1.305 -1.793
C -5.870 -0.089 -1.319
N -4.491 0.009 -1.314
C -4.011 -1.094 -1.885
C -3.581 1.122 -0.881
H -5.341 -5.339 -1.725
H -6.536 -4.322 -1.034
H -4.872 -4.252 -0.454
H -5.764 -3.598 -3.258
H -4.051 -3.507 -2.816
H -7.282 -1.743 -1.845
H -6.484 0.741 -1.000
H -2.999 -1.454 -1.996
H -2.718 1.182 -1.543
H -3.199 0.825 0.096
H -4.090 2.084 -0.811
C -1.180 5.208 -2.601
O -0.650 4.863 -1.312
C -1.584 4.822 -0.262
C -0.782 4.186 0.864
N 0.493 4.959 1.245
H 1.349 4.449 1.406
H 0.889 5.425 0.441
C 0.258 6.001 2.388
C 1.234 7.127 2.602
O 1.800 7.349 1.313
C 3.004 8.194 1.259
H -0.486 5.508 -3.387
H -1.852 6.053 -2.450
H -1.628 4.360 -3.120
H -2.407 4.199 -0.611
H -1.938 5.813 0.020
H -0.569 3.166 0.544
H -1.466 4.168 1.713
H 0.362 5.316 3.229
H -0.763 6.381 2.370
H 2.019 6.949 3.338
H 0.642 7.966 2.966
H 3.802 7.617 1.725
H 2.802 9.079 1.863
H 3.301 8.394 0.229
C 3.711 -4.103 2.499
O 3.456 -5.115 1.501
C 3.904 -4.786 0.249
C 3.109 -5.671 -0.705
N 1.590 -5.497 -0.451
H 1.181 -6.052 -1.189
H 1.297 -5.904 0.426
C 0.979 -4.079 -0.545
C -0.520 -4.209 -0.299
O -0.843 -5.164 0.728
C -2.186 -5.339 0.841
H 3.178 -4.373 3.411
H 3.300 -3.149 2.168
H 4.780 -4.159 2.702
H 4.966 -5.025 0.308
H 3.768 -3.729 0.021
H 3.279 -6.746 -0.645
H 3.297 -5.397 -1.743
H 1.175 -3.548 -1.476
H 1.402 -3.528 0.295
H -1.121 -4.294 -1.204
H -0.819 -3.223 0.057
H -2.754 -4.426 0.661
H -2.333 -5.682 1.865
H -2.605 -5.993 0.076
C -2.557 1.378 -4.725
O -1.447 1.991 -5.277
C -0.443 2.119 -4.290
C 0.526 0.952 -4.139
N 1.221 0.558 -5.435
H 1.671 1.305 -5.945
H 1.995 -0.020 -5.140
C 0.332 -0.328 -6.293
C -0.436 -1.469 -5.595
O 0.355 -2.222 -4.782
C -0.262 -3.321 -4.130
H -3.224 2.133 -4.310
H -2.416 0.619 -3.956
H -3.168 0.909 -5.496
H -0.863 2.374 -3.317
H 0.182 2.970 -4.560
H 0.213 0.081 -3.564
H 1.352 1.400 -3.586
H 1.071 -0.773 -6.960
H -0.420 0.268 -6.810
H -0.624 -2.196 -6.384
H -1.413 -1.165 -5.220
H -1.068 -3.118 -3.426
H 0.423 -3.953 -3.563
H -0.636 -3.949 -4.938
C -6.711 -1.660 3.148
O -5.583 -0.902 3.688
C -5.538 -0.946 5.090
C -4.165 -0.440 5.594
N -3.064 -1.394 5.061
H -2.172 -1.190 5.488
H -3.349 -2.332 5.301
C -2.854 -1.426 3.479
C -1.586 -2.171 3.195
O -0.493 -1.507 3.826
C 0.648 -2.284 3.507
H -6.378 -2.685 2.991
H -7.088 -1.091 2.298
H -7.593 -1.642 3.788
H -5.794 -1.922 5.501
H -6.285 -0.246 5.464
H -4.041 -0.441 6.677
H -3.795 0.481 5.144
H -2.971 -0.420 3.076
H -3.696 -2.077 3.244
H -1.295 -2.115 2.146
H -1.582 -3.237 3.421
H 0.950 -1.967 2.509
H 0.732 -3.367 3.595
H 1.463 -1.867 4.099
C -0.134 1.800 4.577
O 0.706 2.749 3.817
C 2.066 2.639 4.124
C 2.603 1.342 3.450
N 2.342 1.428 1.951
H 1.410 1.632 1.620
H 2.708 2.321 1.651
C 2.946 0.288 1.052
C 4.479 0.160 0.943
O 5.060 -0.184 2.257
C 6.490 0.039 2.223
H -1.197 1.910 4.364
H 0.092 1.848 5.643
H 0.085 0.783 4.253
H 2.351 2.716 5.173
H 2.614 3.482 3.703
H 2.192 0.378 3.753
H 3.691 1.373 3.496
H 2.489 0.587 0.109
H 2.565 -0.670 1.407
H 4.907 1.074 0.531
H 4.705 -0.708 0.324
H 7.000 -0.281 3.132
H 6.601 1.123 2.260
H 6.940 -0.407 1.337
N 2.861 3.804 0.824
S 3.035 3.904 -0.668
O 4.115 3.028 -1.263
O 2.675 5.212 -1.247
F 1.743 2.984 -0.985
S 4.453 4.485 1.174
O 4.937 5.621 0.409
O 5.437 3.434 1.393
F 4.131 5.086 2.610
N 3.549 -1.142 -4.917
S 3.916 -1.641 -3.555
O 5.254 -2.146 -3.295
O 2.846 -2.248 -2.812
F 3.905 -0.138 -2.890
S 3.779 -2.618 -5.668
O 3.404 -3.862 -5.005
O 4.930 -2.664 -6.582
F 2.596 -2.558 -6.835
B 0.005 -0.319 -0.653
F -0.094 0.928 -1.238
F 0.221 -0.183 0.709
F -1.206 -1.032 -0.803
F 1.081 -1.004 -1.198
```

For the gap between HOMO and LUMO, the calculation gives 8.1 eV. Its charge is +3. The calculation puts the highest occupied orbital energy at -14.6 eV. As for the spin multiplicity: 1. The LUMO energy comes out at -6.453 eV.

---

# 6
Density functional theory data (the ωB97M-V functional and the def2-TZVPD basis) for a structure of composition C24H16BrF6N4O10PSTl.

Structure (XYZ):
```
64
Properties=species:S:1:pos:R:3
Tl -0.011 0.476 0.468
O -0.784 -5.007 -2.828
C -1.938 -4.409 -2.625
O -2.968 -4.823 -3.122
C -1.945 -3.208 -1.761
C -3.082 -2.524 -1.348
N -2.678 -1.503 -0.583
N -1.369 -1.478 -0.483
C -0.875 -2.480 -1.172
C 0.619 -2.650 -1.197
O 1.095 -3.683 -1.704
O 1.277 -1.712 -0.703
H 0.009 -4.539 -2.356
H -4.110 -2.725 -1.567
H -3.188 -0.784 -0.079
O 0.013 3.055 -0.485
C 0.871 3.430 -1.257
C 1.346 2.778 -2.456
C 2.220 3.476 -3.264
C 2.715 2.942 -4.447
C 2.335 1.630 -4.825
C 1.484 0.918 -4.050
C 0.910 1.434 -2.821
O 0.089 0.765 -2.176
N 3.576 3.694 -5.247
O 4.027 3.186 -6.276
O 3.854 4.847 -4.910
H 1.371 4.410 -1.076
H 2.517 4.481 -2.995
H 2.739 1.233 -5.747
H 1.181 -0.081 -4.325
F -0.715 -1.544 2.450
P -0.269 -2.924 3.192
F -0.234 -2.149 4.617
F -0.280 -3.702 1.772
F 0.199 -4.292 3.941
F -1.825 -3.318 3.428
F 1.302 -2.530 2.950
S 3.050 1.213 0.397
C 3.840 -0.210 0.827
N 3.174 -1.374 1.005
C 3.766 -2.513 1.370
C 5.115 -2.560 1.609
C 5.864 -1.387 1.410
C 5.242 -0.233 1.026
H 2.194 -1.440 0.669
H 3.111 -3.365 1.475
H 5.584 -3.475 1.929
H 6.934 -1.392 1.565
H 5.788 0.681 0.857
Br -7.595 3.856 4.572
C -6.015 3.187 3.727
C -6.115 2.660 2.452
C -4.970 2.160 1.857
C -3.755 2.198 2.527
C -3.679 2.741 3.802
C -4.815 3.241 4.414
C -2.496 1.636 1.848
O -1.420 1.984 2.340
O -2.711 0.903 0.867
H -7.069 2.640 1.944
H -5.002 1.735 0.865
H -2.721 2.762 4.300
H -4.776 3.664 5.409
```

For the gap between HOMO and LUMO (spin up / spin down), the calculation gives 6.9 / 5.5 eV. Its charge is -2. The calculation puts the highest occupied orbital energy (spin up / spin down) at -3.5 / -3.7 eV. As for the spin multiplicity: 2. The LUMO energy (spin up / spin down) comes out at 3.377 / 1.794 eV. As for the expectation value of S²: 0.756.

---

# 7
Density functional theory data (the ωB97M-V functional and the def2-TZVPD basis) for a structure of composition C17H18IN3O3Ru.

Structure (XYZ):
```
43
Properties=species:S:1:pos:R:3
Ru 0.861 -1.015 -0.676
C 1.235 -2.323 3.697
C 0.536 -1.024 3.448
N -0.111 -0.447 4.435
C -0.726 0.732 4.219
C -0.714 1.402 3.023
C -1.417 2.724 2.869
O -2.319 2.736 1.761
C -0.044 0.782 1.939
C -0.003 1.475 0.663
N 0.252 0.924 -0.480
C 0.164 1.778 -1.642
C -0.765 2.815 -1.699
C -0.831 3.631 -2.817
C 0.013 3.418 -3.896
C 0.916 2.365 -3.874
C 0.969 1.557 -2.753
I 2.239 -0.109 -2.754
C 0.584 -0.448 2.148
O 1.222 -1.090 1.195
H 1.109 -2.601 4.740
H 2.298 -2.243 3.464
H 0.830 -3.108 3.056
H -1.257 1.144 5.069
H -0.703 3.528 2.679
H -1.931 2.972 3.800
H -3.099 2.223 1.998
H -0.212 2.536 0.686
H -1.454 2.962 -0.876
H -1.559 4.429 -2.848
H -0.042 4.055 -4.768
H 1.559 2.176 -4.723
N 1.157 -5.066 -1.599
C 0.879 -3.769 -1.515
O 1.435 -3.055 -0.659
C -0.106 -3.141 -2.457
C -0.608 -1.838 -1.841
H 1.829 -5.468 -0.965
H 0.691 -5.660 -2.261
H -0.907 -3.842 -2.706
H 0.432 -2.937 -3.388
H -1.400 -2.029 -1.105
H -1.006 -1.152 -2.589
```

For the gap between HOMO and LUMO (spin up / spin down), the calculation gives 7.4 / 7.5 eV. Its charge is +1. The calculation puts the highest occupied orbital energy (spin up / spin down) at -11.2 / -11.3 eV. As for the spin multiplicity: 2. The LUMO energy (spin up / spin down) comes out at -3.864 / -3.759 eV. As for the expectation value of S²: 0.756. The value obtained for the energy above the lowest of the compared OMol25 structures with the same formula, charge and spin is 0.0 kJ/mol.

---

# 8
Density functional theory data (the ωB97M-V functional and the def2-TZVPD basis) for a cluster of 2 separate species, C4H10NO3 in total.

Structure (XYZ):
```
18
Properties=species:S:1:pos:R:3
O -2.461 -0.446 -0.042
C -1.260 -0.525 0.199
N -0.359 -0.594 -0.823
C 1.088 -1.025 -0.864
O 1.814 -0.440 -1.766
C -0.734 -0.475 1.632
C -0.220 0.885 2.090
H -0.817 -0.544 -1.721
H 0.893 -2.218 -0.957
H 1.454 -1.016 0.175
H -1.419 -0.966 2.330
H 0.133 -1.202 1.587
H -0.493 1.137 3.100
H -0.757 1.627 1.452
H 0.867 0.938 1.938
H 2.191 1.575 -0.743
H 0.719 1.503 -0.844
O 1.408 2.103 -0.540
```

For the gap between HOMO and LUMO, the calculation gives 7.4 eV. Its charge is -1. The calculation puts the highest occupied orbital energy at -3.4 eV. As for the spin multiplicity: 1. The LUMO energy comes out at 3.905 eV. The value obtained for the energy above the lowest of the compared OMol25 structures with the same formula, charge and spin is 187.1 kJ/mol.

---

# 9
Density functional theory data (the ωB97M-V functional and the def2-TZVPD basis) for a cluster of 2 separate species, C20H28FSi in total.

Structure (XYZ):
```
50
Properties=species:S:1:pos:R:3
C -3.397 1.307 2.644
C -2.233 1.344 1.660
C -2.293 0.123 0.758
C -2.375 2.602 0.801
C -0.942 1.346 2.494
Si 0.732 1.190 1.621
C 1.063 2.745 0.620
C 1.998 1.068 3.012
H 0.806 -0.061 0.700
H -3.390 2.191 3.291
H -4.348 1.282 2.101
H -3.347 0.418 3.281
H -1.512 0.135 -0.010
H -2.188 -0.809 1.329
H -3.262 0.092 0.242
H -1.597 2.687 0.036
H -3.347 2.564 0.290
H -2.349 3.511 1.413
H -0.906 2.264 3.104
H -0.983 0.513 3.216
H 0.746 3.650 1.162
H 2.148 2.814 0.460
H 0.566 2.743 -0.358
H 1.931 1.929 3.696
H 1.833 0.156 3.605
H 3.016 1.044 2.603
F 6.285 -1.347 -1.936
C 4.933 -1.536 -1.761
C 4.514 -2.599 -0.969
C 3.159 -2.745 -0.744
C 2.196 -1.813 -1.251
C 0.831 -2.034 -0.891
C -0.350 -1.761 -1.639
C -1.527 -2.498 -1.272
C -2.767 -2.178 -1.793
C -2.893 -1.119 -2.708
C -1.744 -0.470 -3.175
C -0.483 -0.839 -2.718
C 2.687 -0.766 -2.075
C 4.046 -0.638 -2.350
H 5.236 -3.291 -0.529
H 2.787 -3.611 -0.191
H 0.686 -2.709 -0.036
H -1.414 -3.345 -0.587
H -3.650 -2.742 -1.475
H -3.881 -0.819 -3.054
H -1.840 0.329 -3.914
H 0.395 -0.443 -3.223
H 2.005 -0.037 -2.497
H 4.420 0.161 -2.986
```

For the gap between HOMO and LUMO, the calculation gives 6.4 eV. Its charge is +1. The calculation puts the highest occupied orbital energy at -12.4 eV. As for the spin multiplicity: 1. The LUMO energy comes out at -5.993 eV. The value obtained for the energy above the lowest of the compared OMol25 structures with the same formula, charge and spin is 0.0 kJ/mol.

---

Question: Look up the spin multiplicity of the ninth one.
Answer: 1